A molecular structure, C5H7NO. Source: OMol25; level of theory: ωB97M-V with the def2-TZVPD basis set.

## Properties
max |F| = 0.5 eV/Å
net charge = 0
ΔE to the lowest compared entry with this formula, charge and spin = 313.8 kJ/mol
molecular weight = 97.12 Da
Kohn-Sham gap = 9.40 eV

Element x y z (Å)
1 C 1.310 -1.380 -1.268
2 C 0.419 -0.357 -0.620
3 C -0.353 0.552 -1.415
4 O -1.159 1.189 -0.454
5 C -0.946 0.680 0.775
6 N -1.722 1.223 1.769
7 C 0.018 -0.280 0.765
8 H 2.296 -1.448 -0.800
9 H 1.426 -1.147 -2.331
10 H 0.828 -2.359 -1.193
11 H 0.888 0.805 -1.030
12 H -2.142 2.106 1.511
13 H -1.296 1.230 2.684
14 H 0.432 -0.815 1.607

Atomic forces in eV per Å
C 0.03 -0.01 0.02
C -0.12 -0.24 -0.09
C 0.33 -0.14 0.31
O 0.09 0.09 0.09
C 0.14 -0.02 0.01
N 0.10 0.02 -0.04
C -0.05 0.06 0.02
H -0.14 0.01 0.00
H -0.01 0.00 0.21
H 0.07 0.11 0.01
H -0.26 0.22 -0.41
H 0.06 -0.11 0.06
H -0.12 -0.04 -0.07
H -0.13 0.04 -0.11